{
  "formula": "C40H95Cl2O32P5",
  "method": "wB97M-V/def2-TZVPD",
  "symbols": ["C", "Cl", "Cl", "H", "H", "C", "O", "P", "O", "O", "C", "O", "C", "H", "H", "H", "H", "H", "H", "H", "H", "H", "C", "O", "P", "O", "O", "C", "O", "C", "H", "H", "H", "H", "H", "H", "H", "H", "H", "C", "O", "P", "O", "O", "C", "O", "C", "H", "H", "H", "H", "H", "H", "H", "H", "H", "C", "O", "P", "O", "O", "C", "O", "C", "H", "H", "H", "H", "H", "H", "H", "H", "H", "C", "O", "P", "O", "O", "C", "O", "C", "H", "H", "H", "H", "H", "H", "H", "H", "H", "O", "C", "O", "C", "C", "C", "H", "H", "H", "H", "H", "H", "H", "H", "O", "C", "O", "C", "C", "C", "H", "H", "H", "H", "H", "H", "H", "H", "O", "C", "O", "C", "C", "C", "H", "H", "H", "H", "H", "H", "H", "H", "O", "C", "O", "C", "C", "C", "H", "H", "H", "H", "H", "H", "H", "H", "O", "C", "O", "C", "C", "C", "H", "H", "H", "H", "H", "H", "H", "H", "O", "C", "O", "C", "C", "C", "H", "H", "H", "H", "H", "H", "H", "H"],
  "coordinates": [[0.6606, 2.5294, -7.0585], [-0.6421, 2.8733, -5.8951], [1.3184, 0.8706, -6.8188], [0.3412, 2.5752, -8.0996], [1.4071, 3.3142, -6.9364], [-0.6377, -4.7309, 5.7348], [0.6993, -5.2118, 5.7108], [1.3477, -6.3302, 6.7663], [0.8892, -6.2329, 8.2091], [1.1775, -7.8207, 6.0074], [1.4836, -8.0063, 4.6139], [2.9083, -6.0431, 6.6638], [3.4380, -4.8911, 7.3908], [-0.5598, -3.6786, 5.4618], [-1.0757, -4.8527, 6.7255], [-1.2561, -5.2608, 5.0103], [2.1641, -8.8496, 4.4958], [1.9458, -7.1489, 4.1247], [0.5671, -8.1015, 4.0317], [2.6761, -4.2989, 7.8977], [4.1342, -4.2591, 6.8395], [4.0569, -5.2939, 8.1925], [-8.0262, -3.0641, -9.2526], [-7.4779, -2.3742, -8.1760], [-8.1483, -1.0173, -7.5402], [-9.5805, -1.1754, -7.3277], [-7.2513, -0.7721, -6.2935], [-5.8421, -0.5641, -6.4557], [-7.7373, 0.1323, -8.5704], [-8.5595, 0.6395, -9.5444], [-8.8436, -2.4819, -9.6780], [-8.3130, -4.0878, -9.0122], [-7.1629, -3.0314, -9.9173], [-5.4516, -0.2261, -7.4155], [-5.2937, -1.4756, -6.2177], [-5.5096, 0.1980, -5.7509], [-8.7128, 1.7185, -9.5269], [-9.5972, 0.3180, -9.4557], [-8.1198, 0.4202, -10.5174], [-0.9172, 1.4724, -0.0939], [-0.3623, 0.2226, -0.1192], [-0.3249, -0.6990, 1.1689], [0.2027, 0.0429, 2.3645], [-1.8226, -1.2307, 1.2919], [-2.7841, -0.3281, 1.8810], [0.5775, -1.9500, 0.6755], [1.8611, -2.2059, 1.1997], [-1.8191, 1.5606, -0.6995], [-0.1835, 2.1880, -0.4651], [-1.1607, 1.8463, 0.9006], [-2.3303, 0.5698, 2.3006], [-3.2338, -0.8527, 2.7240], [-3.5933, 0.0188, 1.2384], [2.5202, -2.5481, 0.4019], [1.7874, -2.9842, 1.9593], [2.3331, -1.2788, 1.5249], [-8.0546, 7.2223, -2.1232], [-6.6458, 7.3311, -2.2941], [-5.8124, 5.9729, -2.6347], [-6.0661, 4.8439, -1.6873], [-6.0752, 5.5968, -4.1980], [-7.3527, 5.0941, -4.5984], [-4.2505, 6.4791, -2.6559], [-3.7634, 7.3265, -3.6706], [-8.4843, 6.2210, -2.1540], [-8.5844, 7.8507, -2.8390], [-8.1587, 7.5291, -1.0825], [-8.0408, 4.7685, -3.8182], [-7.1208, 4.1084, -5.0016], [-7.7989, 5.8510, -5.2434], [-2.7470, 7.0668, -3.9667], [-3.6299, 8.3291, -3.2644], [-4.3489, 7.4632, -4.5797], [12.5357, -6.5488, 1.5392], [11.4552, -6.3955, 2.4637], [10.5150, -5.0750, 2.4895], [9.9288, -4.6892, 1.1865], [11.5054, -3.9867, 3.2552], [12.5634, -3.3794, 2.4852], [9.3921, -5.4274, 3.6511], [8.2408, -6.1336, 3.3288], [13.5033, -6.8265, 1.9572], [12.5788, -5.7153, 0.8381], [12.3026, -7.3971, 0.8956], [13.6026, -3.6951, 2.5772], [12.5898, -2.3407, 2.8144], [12.4231, -3.5559, 1.4188], [8.0511, -6.9047, 4.0754], [8.4283, -6.6417, 2.3829], [7.3307, -5.5348, 3.2938], [-3.4483, -0.9144, 8.1114], [-2.7619, 0.0127, 8.4282], [-1.8265, 0.0772, 9.4329], [-1.3665, -1.1326, 10.0929], [-0.1386, -0.7821, 10.9345], [-2.7163, 1.3740, 7.6673], [-1.0867, -1.8399, 9.3122], [-2.1671, -1.5634, 10.6942], [0.1436, -1.6587, 11.5175], [-0.4446, -0.0854, 11.7149], [0.7592, -0.4427, 10.4179], [-2.5349, 2.2351, 8.3104], [-3.6525, 1.5249, 7.1297], [-1.9047, 1.3453, 6.9403], [1.1835, 10.5127, 3.6242], [1.5416, 9.4390, 3.1804], [0.8932, 8.2942, 3.3078], [-0.1065, 8.0836, 4.2807], [-1.0553, 7.0053, 3.7294], [2.7820, 9.2472, 2.2978], [-0.7080, 8.9840, 4.4053], [0.3569, 7.7726, 5.2169], [-1.7660, 6.5889, 4.4432], [-0.5490, 6.1482, 3.2855], [-1.7294, 7.4120, 2.9756], [2.7521, 9.8622, 1.3983], [2.8563, 8.2357, 1.8985], [3.6933, 9.5608, 2.8070], [4.0006, -7.8901, -1.4161], [4.2459, -7.6464, -2.6000], [3.7860, -8.3012, -3.6046], [2.8985, -9.4277, -3.4356], [3.0174, -10.4821, -4.4618], [5.2835, -6.6360, -2.9533], [1.8746, -9.0539, -3.4318], [3.1543, -9.8809, -2.4778], [2.6829, -10.0427, -5.4016], [2.4095, -11.3267, -4.1377], [4.0189, -10.8853, -4.6121], [4.7935, -5.8549, -3.5346], [6.1110, -7.0138, -3.5538], [5.6986, -6.1928, -2.0481], [7.1139, 5.5450, -5.7740], [6.2516, 4.6784, -5.5995], [5.2342, 4.7056, -4.7534], [4.9310, 5.7968, -3.8966], [3.7946, 5.3592, -2.9841], [6.3431, 3.3468, -6.3324], [4.5803, 6.6903, -4.4132], [5.7008, 6.1440, -3.2074], [2.8601, 5.2194, -3.5274], [3.6303, 6.0784, -2.1817], [4.0307, 4.4389, -2.4498], [6.6734, 3.4670, -7.3642], [5.4002, 2.8001, -6.3198], [7.0743, 2.8055, -5.7321], [-11.9524, 0.7044, -1.5775], [-11.3594, 0.6889, -0.5085], [-11.8724, 1.0759, 0.6641], [-13.0818, 1.8032, 0.8491], [-12.9318, 3.3143, 0.3713], [-10.0603, -0.0162, -0.3213], [-13.3855, 1.7332, 1.8936], [-13.8869, 1.2918, 0.3215], [-12.2700, 3.8912, 1.0172], [-13.8791, 3.8534, 0.3681], [-12.4536, 3.3625, -0.6070], [-9.5886, -0.0586, -1.3030], [-10.2691, -1.0504, -0.0477], [-9.4349, 0.4918, 0.4128], [7.2232, 0.1624, -1.6196], [6.1299, 0.3805, -1.1772], [5.8446, 0.7954, 0.1452], [6.8510, 0.7690, 1.1543], [6.0651, 1.5432, 2.2547], [4.9324, 0.1641, -2.0880], [7.7965, 1.1630, 0.7817], [7.0962, -0.2438, 1.4738], [6.7521, 1.7152, 3.0834], [5.2960, 0.8950, 2.6747], [5.6383, 2.4793, 1.8946], [4.3409, 1.0776, -2.1492], [4.3750, -0.6984, -1.7228], [5.3132, 0.0147, -3.0983]],
  "forces_ev_per_angstrom": [[0.2, -0.1, -0.1], [0.2, -0.1, -0.5], [0.0, 0.8, 0.0], [-0.5, -0.1, 0.3], [0.2, -0.5, 0.3], [-0.1, 0.0, 0.3], [1.6, -1.9, 1.2], [-1.2, -0.2, 0.7], [0.2, -0.5, -3.3], [0.3, 2.5, 1.2], [0.0, 0.7, -0.5], [-0.1, 0.8, -0.6], [0.4, -0.6, 1.1], [-0.3, -0.1, 0.1], [0.0, 0.1, 0.0], [0.1, 0.0, -0.1], [-0.3, -0.1, 0.2], [0.4, 0.3, 0.5], [-0.2, -0.6, 0.3], [-0.2, -0.1, -0.4], [-0.5, -0.3, -0.8], [-0.1, -0.2, 0.1], [0.5, 0.6, -1.1], [0.1, 1.8, 2.8], [-0.1, -2.0, -1.7], [-0.1, 0.4, 0.2], [0.6, 0.4, -0.3], [1.3, 0.1, 0.7], [1.1, -0.3, 1.8], [-1.6, 0.8, -1.6], [-0.2, -0.4, -0.2], [-0.1, 0.2, 0.2], [-0.5, -0.7, -0.8], [-0.9, -0.1, -0.4], [-0.3, -0.1, 0.1], [-0.4, 0.0, 0.2], [0.8, 0.3, 0.5], [0.1, -0.7, -0.1], [-0.3, -0.2, -0.1], [-0.5, 2.6, 0.1], [0.8, -2.1, -0.4], [1.7, 0.7, 1.4], [-0.9, -1.3, -1.5], [0.3, 0.0, -0.2], [-0.3, 0.1, 1.1], [-2.3, 1.2, -0.2], [0.9, 0.2, 0.0], [0.0, -0.3, -0.1], [0.0, 0.0, -0.2], [0.0, -0.3, 0.2], [0.3, -0.2, -0.1], [0.0, -0.1, -0.1], [0.3, -0.5, -0.6], [-0.4, -0.3, -0.2], [0.2, 0.3, 0.2], [-0.2, -0.1, 0.6], [-0.4, 0.1, 1.2], [1.4, -1.5, -1.3], [0.9, -0.7, 0.6], [0.3, 1.8, -1.4], [0.3, 0.9, 1.9], [0.2, -1.0, 0.0], [-2.5, -1.1, -0.2], [0.9, 1.7, -0.4], [0.5, -0.2, -0.3], [0.2, 0.1, 0.2], [-0.8, 0.4, -0.2], [0.1, 0.8, 0.6], [-0.2, 0.3, -1.1], [-0.1, -0.5, -0.2], [-0.1, -0.7, 0.1], [-0.3, 0.1, 0.2], [-0.4, -0.6, 0.2], [-0.6, -0.5, -1.4], [-0.5, 0.5, 0.5], [0.0, 0.0, 1.2], [0.8, -0.2, 1.0], [-1.0, -1.5, -0.7], [0.0, 0.5, -0.5], [3.3, 1.8, -0.6], [-0.8, -1.4, -0.8], [-0.2, 0.6, 0.7], [0.3, 0.2, 0.3], [-0.3, -0.1, 0.0], [-0.2, -1.0, 1.1], [-0.3, 0.1, -0.6], [-0.6, 0.8, -0.1], [0.3, 0.0, 0.2], [-0.6, -0.1, -0.1], [0.3, 0.4, -0.2], [0.3, -0.2, 0.5], [1.0, 1.7, -0.2], [-0.5, -0.4, -0.4], [0.5, 0.2, -0.6], [-0.8, -0.3, 0.8], [-0.4, -0.6, 0.4], [-0.2, -0.2, 0.0], [0.0, 0.1, 0.0], [0.0, -0.3, -0.2], [0.2, 0.4, -0.2], [-0.4, 0.1, -0.3], [0.0, -0.3, 0.2], [0.1, -0.1, 0.0], [0.0, -0.2, 0.0], [0.3, -1.1, 0.0], [0.5, 1.6, -0.6], [0.5, -1.0, -0.2], [-1.6, -0.4, -0.1], [-0.3, -0.1, -0.2], [-0.2, 0.0, -0.4], [0.3, 0.2, 0.3], [0.0, 0.1, 0.0], [0.3, 0.2, 0.6], [0.3, 0.1, 0.1], [0.3, 0.2, -0.3], [-0.4, 0.4, 0.2], [0.1, -0.1, 0.5], [-0.1, -0.2, 0.2], [-0.3, 0.2, -1.6], [1.4, -0.2, 4.0], [-0.9, -1.1, -2.8], [0.2, 0.2, 2.0], [0.4, 0.1, -1.2], [0.1, 0.9, -0.3], [0.1, 0.1, 0.3], [-0.3, 0.3, 0.3], [-0.1, -0.6, -0.3], [-0.3, 0.1, -0.3], [0.1, 0.3, 0.2], [0.1, 0.2, -0.1], [-0.2, -0.3, -0.1], [-0.2, -0.1, -0.1], [-2.1, -1.2, 0.8], [2.4, 1.1, -1.4], [-0.3, 0.0, 0.3], [-0.9, 0.8, 1.3], [-0.2, -0.4, 0.2], [-0.5, 0.3, 0.5], [0.3, -0.2, -0.6], [0.8, -0.5, -0.6], [0.0, 0.0, 0.0], [0.0, 0.3, -0.2], [0.1, -0.2, -0.2], [0.2, 0.1, 0.3], [0.1, 0.0, 0.1], [0.1, -0.3, -0.3], [0.5, 0.7, 1.3], [-1.8, -0.9, -1.4], [0.7, 0.4, 1.1], [-0.6, 1.4, -1.3], [0.3, -1.1, 0.5], [0.4, 0.2, -0.5], [0.6, 0.1, 0.1], [0.0, 0.2, -0.4], [0.0, -0.3, 0.3], [-0.1, -0.3, -0.2], [-0.4, -0.2, -0.2], [0.2, 0.1, 0.2], [0.0, 0.1, 0.3], [0.0, -0.3, 0.0], [0.5, 0.3, 1.0], [0.0, 0.0, 0.6], [-0.2, -1.4, -3.3], [-1.0, 0.7, 0.4], [1.7, -0.8, 0.4], [0.2, 0.8, 0.5], [-0.2, 0.6, 0.1], [-0.3, -0.2, 0.0], [0.0, 0.4, 0.1], [-0.2, 0.1, -0.3], [0.2, -0.2, 0.0], [-0.4, -0.2, 0.4], [-0.3, 0.2, -0.2], [0.1, -0.3, 0.3]],
  "smiles": "COP(=O)(OC)OC.COP(=O)(OC)OC.COP(=O)(OC)OC.COP(=O)(OC)OC.COP(=O)(OC)OC.CCOC(C)=O.CCOC(C)=O.CCOC(C)=O.CCOC(C)=O.CCOC(C)=O.CCOC(C)=O.ClCCl",
  "homo_energy_ev": -10.10,
  "largest_force_ev_per_a": 4.2,
  "relative_energy_ev": 6.010
}